Formula: C22H39BClN6O5PSSi
Source: the OMol25 dataset
Level of theory: ωB97M-V/def2-TZVPD

Last column: Mulliken charge in e.
Cartesian coordinates (Å):
H1 -4.783 0.978 3.460  0.375
N1 -5.395 0.437 4.109  -0.723
C1 -5.700 -0.783 3.543  0.428
N2 -6.567 -1.804 4.308  -0.578
N3 -5.225 -1.200 2.165  -0.391
C2 -5.784 -0.207 1.128  -0.669
C3 -4.576 0.403 0.205  -0.427
C4 -3.479 1.321 1.017  -0.173
C5 -2.361 1.801 -0.099  -0.830
C6 -1.311 2.959 0.492  0.321
O1 0.037 2.383 0.338  -0.067
C7 1.092 3.307 0.784  -0.346
N4 2.084 3.613 -0.357  -0.506
C8 1.525 3.229 -1.575  0.147
S1 1.119 2.178 -2.894  -0.070
C9 2.002 2.767 2.035  -0.585
B1 1.308 3.470 3.393  0.995
O2 1.704 4.781 3.943  -0.548
O3 0.209 2.645 4.009  -0.625
N5 2.158 1.275 2.148  0.585
C10 3.244 1.001 3.210  -0.468
C11 2.596 0.321 4.595  -0.021
C12 2.199 -0.201 5.835  -0.687
C13 2.677 0.603 0.906  -0.348
C14 2.282 -1.018 1.045  -0.109
O4 0.935 -1.325 0.520  -0.354
Si1 1.139 -2.665 -0.629  0.557
C15 2.212 -1.999 -2.120  -0.419
C16 -0.663 -3.166 -1.205  -0.783
C17 1.966 -4.206 0.252  -0.923
P1 -1.612 4.506 -0.653  0.232
O5 -1.586 4.032 -2.341  -0.509
Cl1 -3.560 5.281 -0.232  -0.267
H2 -5.916 -2.589 4.580  0.273
H3 -6.869 -1.255 5.164  0.321
H4 -4.185 -1.255 2.095  0.305
H5 -6.424 0.644 1.666  0.341
H6 -6.530 -0.817 0.458  0.255
H7 -5.040 1.014 -0.700  0.342
H8 -3.959 -0.491 -0.280  0.092
H9 -4.025 2.236 1.528  0.232
H10 -3.026 0.636 1.876  0.253
H11 -1.744 0.909 -0.548  -0.031
H12 -2.991 2.266 -0.999  0.369
H13 -1.584 3.258 1.591  0.361
H14 0.679 4.379 1.109  0.427
H15 3.062 3.308 1.940  0.010
H16 2.135 5.315 3.213  0.327
H17 0.570 2.403 4.929  0.234
H18 3.896 1.960 3.445  0.369
H19 4.034 0.187 2.837  0.413
H20 2.215 -0.695 6.921  0.337
H21 2.184 0.931 -0.104  -0.276
H22 3.853 0.723 0.736  0.297
H23 3.154 -1.589 0.475  0.210
H24 2.311 -1.402 2.150  0.180
H25 2.171 -0.811 -2.022  0.040
H26 3.349 -2.279 -1.891  0.195
H27 1.854 -2.390 -3.164  0.246
H28 -1.358 -2.217 -1.061  0.006
H29 -1.077 -4.010 -0.508  0.266
H30 -0.567 -3.509 -2.329  0.297
H31 1.474 -4.440 1.308  0.270
H32 3.114 -3.990 0.497  0.239
H33 1.847 -5.195 -0.405  0.295
H34 -0.928 4.666 -2.797  0.341
C18 3.572 -3.185 -7.663  -0.113
C19 2.449 -2.364 -7.657  -0.536
C20 1.971 -1.918 -6.435  -0.287
N6 2.529 -2.236 -5.247  -0.229
C21 3.617 -3.036 -5.285  0.059
C22 4.171 -3.529 -6.456  -0.695
H35 3.977 -3.554 -8.601  0.361
H36 1.959 -2.079 -8.580  0.353
H37 1.099 -1.272 -6.378  0.374
H38 4.046 -3.279 -4.317  0.313
H39 5.048 -4.167 -6.427  0.353

The LUMO energy is -0.736 eV. As for the SMILES: [H]/N=C(/N)NCCCC[C@@H](O[C@H](N=C=S)[C@@H](B(O)O)N(CC#C)CCO[Si](C)(C)C)P(O)Cl.c1ccncc1. Its HOMO energy is -8.7 eV. As for the charge: 0. As for the HOMO-LUMO gap: 7.94 eV.